# 1
Molecular formula: C44H49FGeN9O3STl
Method: DFT, ωB97M-V with the def2-TZVPD basis set

```
109
Properties=species:S:1:pos:R:3:forces:R:3:lowdin_charge:R:1
Tl -2.66529 -18.03055 15.78288 0.2 -0.2 0.4 0.763
O 1.48854 -17.57292 18.42142 1.0 -0.1 0.5 0.065
C 0.53324 -17.67089 17.68422 -1.6 0.6 0.4 -0.460
N -0.81891 -17.77605 18.02282 1.5 0.3 -1.9 0.088
C -1.07140 -18.16119 19.26210 0.6 -0.4 0.6 -0.520
O -0.28315 -18.54607 20.12724 0.0 0.0 0.5 0.027
C -2.50697 -18.27974 19.62718 -2.3 -0.4 0.5 -0.184
C -2.88010 -18.25293 20.98822 0.7 -0.5 -0.1 -0.015
C -4.13482 -18.69107 21.35995 -1.4 1.2 1.0 -0.086
C -5.06688 -18.99153 20.38478 0.9 -0.3 -0.2 -0.089
C -4.65533 -18.92824 19.08682 -0.1 0.1 -1.8 -0.148
N -3.43252 -18.56485 18.68962 0.8 -0.1 0.3 0.105
C 0.82907 -17.53573 16.22185 -2.0 0.4 -1.5 -0.215
C 1.88175 -18.21520 15.63791 0.6 0.1 0.0 -0.016
C 2.06868 -18.14274 14.25989 -0.9 0.5 0.1 -0.053
C 1.15895 -17.39197 13.49123 1.0 -0.2 0.0 -0.061
C 0.17809 -16.70904 14.15133 -1.1 0.4 1.0 -0.188
N -0.04206 -16.79781 15.47428 1.1 -0.5 0.3 0.042
H -2.11025 -18.01394 21.71129 -0.1 0.0 0.0 0.106
H -4.59465 -18.60089 22.37350 1.2 -0.3 -0.5 0.109
H -6.05634 -19.31011 20.57174 -0.9 -0.2 0.5 0.089
H -5.35878 -19.15758 18.26908 0.3 0.1 0.4 0.106
H 2.55564 -18.74103 16.31483 -0.1 0.0 -0.4 0.117
H 2.89828 -18.65000 13.81378 0.3 -0.3 -0.3 0.089
H 1.19874 -17.22748 12.41740 0.4 -0.4 0.1 0.105
H -0.52787 -16.06973 13.61403 0.2 -0.2 0.0 0.087
C 3.51490 -8.96659 14.44953 1.1 -0.8 -0.9 -0.099
C 2.19987 -8.76850 13.70178 0.4 0.8 -0.2 -0.265
N 2.04406 -9.65234 12.56185 -0.2 0.3 -0.2 -0.028
C 1.93127 -11.01402 12.57768 0.3 0.0 -0.7 -0.904
S 2.13606 -11.94499 11.19616 0.0 0.3 -0.1 0.553
N 1.68570 -11.55279 13.75847 -0.5 -0.5 1.3 -0.010
C 1.42550 -12.97343 14.04498 -1.2 1.2 0.6 -0.248
C 1.42338 -13.21701 15.55574 -0.6 -1.5 -0.8 -0.070
H 3.62823 -8.27827 15.28221 0.0 0.1 0.0 0.063
H 4.43398 -8.92839 13.77516 -1.3 0.3 0.7 0.098
H 3.53116 -9.99144 14.81280 0.1 0.0 0.4 0.053
H 2.16798 -7.73097 13.33673 -0.1 -0.4 -0.2 0.114
H 1.36277 -8.80461 14.40001 -0.2 -0.3 0.1 0.106
H 2.11138 -9.24868 11.64130 0.1 -0.2 0.1 0.108
H 1.38386 -10.94585 14.50009 0.0 0.2 0.1 0.118
H 2.18797 -13.51732 13.59672 1.4 -1.1 -0.9 0.067
H 0.48478 -13.30273 13.57100 0.2 0.2 0.2 0.114
H 2.37536 -12.95968 16.02565 -0.1 -0.2 -0.1 0.071
H 1.17248 -14.31946 15.63446 0.6 1.2 0.4 0.083
H 0.61070 -12.70729 16.06053 -0.2 0.3 0.1 0.062
F -1.38513 -14.68954 11.96705 0.2 0.1 0.1 -0.313
O -4.96233 -13.89831 11.55054 1.3 0.6 0.1 -0.142
N -5.81015 -14.78298 11.60691 -1.8 0.8 -0.3 -0.054
C -7.09307 -14.33288 11.42695 -0.8 -1.0 0.1 -0.323
C -8.09076 -15.37011 11.43102 -0.6 -0.8 -0.3 -0.250
N -8.88092 -16.22829 11.36357 1.0 1.2 0.2 0.077
C -7.53795 -12.98291 11.17519 0.8 0.0 -0.1 -0.233
N -7.81999 -11.88188 10.93851 0.0 -0.7 0.2 0.093
C -7.89430 -16.33731 19.18924 0.2 -0.3 1.7 -0.081
C -7.14984 -16.96759 18.04934 0.8 0.0 -0.3 -0.322
C -7.62358 -18.03116 17.28790 -0.6 0.1 -0.7 -0.056
C -6.96260 -18.38723 16.06954 0.1 -0.1 1.5 -0.303
C -7.52525 -19.44800 15.18777 -0.3 -0.9 -1.1 -0.071
C -5.82176 -17.72116 15.72686 0.2 0.8 0.4 -0.067
C -5.23112 -16.68901 16.54285 0.2 0.0 0.5 -0.381
C -5.90981 -16.37328 17.73561 -0.2 0.3 1.0 -0.045
N -4.03415 -16.18151 16.15005 0.3 0.8 -0.2 -0.121
C -3.56395 -14.78889 16.47148 1.0 -1.6 -0.7 -0.618
C -2.60676 -14.43286 15.30887 -0.2 0.8 -0.7 -0.079
C -4.68851 -13.80489 16.43674 -1.8 -0.5 0.1 -0.064
C -2.64890 -14.70348 17.72822 -0.5 -3.2 -1.2 -0.033
H -7.24229 -16.20096 20.11620 -0.6 -0.6 -1.0 0.086
H -8.83423 -16.86550 19.50036 0.8 0.5 -0.4 0.078
H -8.06595 -15.29788 18.93250 -0.6 0.1 -0.2 0.064
H -8.60784 -18.48922 17.49402 0.6 0.3 0.0 0.104
H -6.90502 -19.70185 14.29479 -0.3 0.6 0.6 0.081
H -8.48970 -19.09133 14.82277 -0.1 -0.1 -0.2 0.076
H -7.71919 -20.44215 15.63449 0.1 0.6 0.4 0.075
H -5.38120 -17.87945 14.76368 0.3 -0.2 -0.4 0.054
H -5.46059 -15.70837 18.54163 -0.5 -0.7 -1.4 0.128
H -3.08826 -14.35741 14.31133 -0.1 0.1 0.6 0.084
H -1.81345 -15.15125 15.18799 0.2 -0.5 0.3 0.014
H -2.08426 -13.47413 15.50990 -0.3 -0.2 -0.1 0.082
H -5.27193 -13.97672 15.49178 0.5 0.4 0.8 0.110
H -4.28504 -12.81426 16.46799 0.1 0.8 -0.1 0.065
H -5.40859 -13.91762 17.28251 0.6 0.1 -0.6 0.072
H -1.71534 -15.26613 17.44735 -0.7 0.7 0.5 0.074
H -3.10130 -15.28816 18.53853 0.1 0.5 0.2 0.069
H -2.47560 -13.70280 17.94793 0.5 1.8 0.7 0.043
Ge -1.84219 -14.68345 10.27206 0.0 0.2 -0.4 0.941
C -3.16263 -16.10295 10.21522 0.1 0.1 -0.9 -0.310
C -3.73577 -16.62193 9.03211 1.2 1.7 0.1 -0.136
C -4.66255 -17.59418 9.07145 -1.7 -1.4 -0.1 -0.119
C -5.03405 -18.20682 10.28362 1.0 1.4 0.3 -0.072
C -4.44699 -17.72623 11.44501 0.0 0.1 0.0 -0.069
C -3.55886 -16.63482 11.41118 0.1 -0.9 0.8 -0.134
C -2.26043 -12.85986 9.73330 0.6 -0.5 -0.4 -0.293
C -3.07647 -12.00356 10.46816 0.7 -0.2 -0.8 -0.103
C -3.40312 -10.78665 9.90435 -0.6 1.3 1.6 -0.090
C -2.80894 -10.28155 8.75314 -0.7 0.4 0.6 -0.105
C -1.96320 -11.12122 8.08289 0.5 -0.7 -0.5 -0.126
C -1.69659 -12.41782 8.52375 -1.0 0.4 0.5 -0.130
H -0.55037 -14.96218 9.43458 -0.2 -0.2 0.3 -0.006
H -3.52354 -16.17674 8.05985 0.2 0.0 0.2 0.098
H -5.18035 -17.80380 8.13228 0.1 -0.4 0.3 0.099
H -5.80241 -18.92826 10.39039 -0.5 -0.7 -0.3 0.086
H -4.72841 -18.16173 12.40223 0.1 0.2 -0.1 0.091
H -3.14846 -16.22684 12.33782 -0.3 -0.2 -0.2 0.094
H -3.38184 -12.28608 11.45808 -0.5 0.0 0.0 0.087
H -4.07941 -10.17002 10.52036 0.3 -0.1 -0.6 0.111
H -3.00875 -9.23812 8.44298 0.1 -0.8 0.0 0.106
H -1.49795 -10.81975 7.17440 0.3 0.4 -0.6 0.082
H -1.10858 -13.04749 7.86858 0.2 -0.2 0.3 0.081
```
Positions in Å, forces in eV/Å.

Properties
LUMO energy = 3.41 eV
frontier orbital gap = 5.63 eV
total charge = -2
energy above the lowest of the compared OMol25 structures with the same formula, charge and spin = 0.284 eV

***

# 2
Molecular formula: C29H33AuBrN2O2SSi
Method: DFT, ωB97M-V with the def2-TZVPD basis set

```
70
Properties=species:S:1:pos:R:3:forces:R:3:lowdin_charge:R:1
Au 0.30836 -0.16074 0.16254 -1.3 0.4 1.4 1.187
C 5.63505 1.83926 1.96717 0.0 0.1 -0.1 -0.184
Si 5.03340 0.08387 1.82884 -0.2 -0.2 0.3 0.423
C 6.11104 -0.93624 0.70556 0.0 0.0 -0.1 -0.183
C 4.83885 -0.70694 3.50992 0.2 0.0 0.0 -0.187
C 3.31076 0.05365 1.12756 0.0 0.2 -0.2 -0.179
C 2.20654 0.00141 0.63425 0.1 0.1 -1.0 -0.250
H 6.65984 1.84863 2.34625 0.0 0.0 0.0 0.038
H 5.01975 2.42596 2.65176 0.0 0.0 0.0 0.030
H 5.63441 2.33909 0.99655 0.0 0.0 0.0 0.035
H 7.14013 -0.95825 1.07105 0.0 0.0 0.0 0.037
H 6.12189 -0.52442 -0.30557 0.0 0.0 0.0 0.035
H 5.74951 -1.96467 0.64889 0.0 0.0 0.0 0.032
H 5.81449 -0.89103 3.96656 0.0 0.0 0.0 0.035
H 4.31587 -1.66066 3.41990 0.0 0.0 0.0 0.034
H 4.26618 -0.06133 4.17888 0.0 0.0 0.0 0.030
N 0.14349 1.64270 1.01251 0.8 -0.2 -0.1 -0.415
S -1.30237 2.17065 1.52836 -0.3 -0.2 0.7 1.131
C -1.58216 1.56385 3.19324 0.0 -0.1 0.0 -0.408
C -0.64105 0.77198 3.82583 0.0 0.1 0.0 -0.090
C -0.92271 0.29765 5.09946 0.0 0.1 0.1 -0.056
C -2.12107 0.62576 5.71714 0.0 0.0 0.0 -0.050
C -3.05148 1.42915 5.06834 0.0 -0.1 0.0 -0.049
C -2.78648 1.90117 3.79319 0.0 0.0 -0.1 -0.068
C -0.94688 3.86651 1.91820 0.0 0.0 -0.3 -0.396
C -0.03928 4.19754 2.91585 0.1 0.0 0.0 -0.064
C 0.22022 5.53444 3.15638 0.0 0.0 0.0 -0.047
C -0.42553 6.51813 2.41297 0.0 0.0 0.0 -0.046
C -1.33919 6.17106 1.42895 0.0 0.0 0.0 -0.052
C -1.60282 4.83339 1.17044 0.0 0.0 0.0 -0.071
H 0.93873 1.92430 1.57727 0.0 0.0 0.0 0.024
H 0.28436 0.50683 3.32643 0.0 -0.1 0.0 0.107
H -0.20541 -0.33001 5.61081 0.0 0.0 0.0 0.119
H -2.33231 0.24791 6.70883 0.0 0.0 0.0 0.116
H -3.98532 1.67702 5.55441 0.0 0.0 0.0 0.116
H -3.50879 2.51821 3.27000 0.0 0.0 0.0 0.120
H 0.45654 3.43123 3.49974 -0.1 0.0 0.0 0.117
H 0.92510 5.81063 3.92863 0.0 0.0 0.0 0.117
H -0.21235 7.56128 2.60382 0.0 0.0 0.0 0.116
H -1.84833 6.93556 0.85821 0.0 0.0 0.0 0.117
H -2.29976 4.54372 0.39409 0.0 0.0 0.0 0.114
Br -4.96439 -3.77656 6.31723 0.0 0.0 0.0 0.760
C -3.79189 -3.13116 4.98254 0.0 0.1 0.0 -0.690
C -2.42360 -3.28712 5.14481 0.1 0.0 0.0 -0.114
C -1.56666 -2.81317 4.16458 0.0 -0.2 0.1 -0.026
C -2.07743 -2.17510 3.04267 -0.2 0.2 -0.2 -0.155
C -3.45132 -2.01130 2.89965 0.0 0.0 0.1 -0.009
C -4.31745 -2.49696 3.86755 0.0 0.0 0.0 -0.112
C -1.14763 -1.64140 2.00416 0.2 -0.5 0.2 -0.630
O -0.00225 -2.09915 1.90547 -0.2 0.2 -0.1 -0.026
O -1.61075 -0.68798 1.26125 0.3 0.3 -1.2 -0.170
H -2.03359 -3.77256 6.02881 0.0 0.0 0.0 0.105
H -0.49651 -2.93538 4.27230 0.0 0.0 -0.1 0.124
H -3.83626 -1.50039 2.02711 0.0 0.0 0.0 0.120
H -5.38639 -2.37356 3.76284 0.0 0.0 0.0 0.104
C 0.05867 -4.47790 -3.28025 0.0 0.1 0.0 -0.025
C 0.84780 -4.06043 -2.03332 0.0 -0.3 0.2 -0.571
C 0.49871 -4.95036 -0.81990 0.0 0.1 0.0 -0.021
C 2.36022 -4.08192 -2.30495 0.0 0.1 0.0 -0.023
C 0.46630 -2.70667 -1.62505 -0.1 0.0 -0.2 -0.057
N 0.14419 -1.67433 -1.24461 0.8 -0.3 0.4 0.115
H 0.31691 -5.50886 -3.51974 0.0 0.0 0.0 0.099
H 0.31674 -3.85091 -4.13341 0.0 0.0 0.0 0.095
H -1.01625 -4.41635 -3.11342 0.0 0.0 0.0 0.096
H 0.81057 -5.97281 -1.02957 0.0 0.0 0.0 0.098
H -0.57378 -4.93785 -0.62689 0.0 0.0 0.0 0.097
H 1.00801 -4.59493 0.07594 0.0 -0.1 0.0 0.094
H 2.65739 -5.11140 -2.50130 0.0 0.0 0.0 0.099
H 2.92123 -3.70955 -1.44799 0.0 0.0 0.0 0.093
H 2.60930 -3.47818 -3.17734 0.0 0.0 0.0 0.095
```
Positions in Å, forces in eV/Å.

Properties
LUMO energy = -4.71 eV
frontier orbital gap = 6.30 eV
total charge = +1
energy above the lowest of the compared OMol25 structures with the same formula, charge and spin = 0.490 eV